--- P ---
7
Properties=species:S:1:pos:R:3:mulliken_charge:R:1 method="wB97M-V/def2-TZVPD" total_charge=0 homo_lumo_gap_ev="8.714 / 8.451" homo_energy_ev="-9.7 / -9.4" e_lumo_ha="-0.03469 / -0.03486"
C 0.468 0.244 0.573 -0.046
N -0.605 -1.351 1.774 0.730
O 0.081 -2.343 1.754 -0.410
O -1.558 -0.906 2.282 -0.406
Cl 2.193 -0.012 1.015 -0.091
Cl -0.325 1.742 1.126 -0.097
H 0.217 0.169 -0.472 0.320



--- Q ---
7
Properties=species:S:1:pos:R:3:mulliken_charge:R:1 method="wB97M-V/def2-TZVPD" total_charge=0 smiles="O=CON(Cl)Cl" homo_lumo_gap_ev=9.722 homo_energy_ev=-10.7 e_lumo_ha=-0.03633
C -0.335 -0.850 0.216 0.238
N 1.712 -0.697 -1.158 -0.002
O -1.028 -1.077 1.149 -0.451
O 0.888 -1.413 0.147 -0.273
Cl 2.242 -1.961 -2.093 0.066
Cl 2.882 0.225 -0.307 0.051
H -0.397 -0.212 -0.667 0.370



Q ends up most stable, edging out the next structure by 64.2 kJ/mol.



--- P ---
21
Properties=species:S:1:pos:R:3:mulliken_charge:R:1 method="wB97M-V/def2-TZVPD" total_charge=0 homo_lumo_gap_ev=8.882 homo_energy_ev=-8.2 e_lumo_ha=0.02458
C -1.515 2.147 1.944 -0.499
C -0.443 2.518 1.153 -0.579
C -2.004 0.851 1.862 -0.741
C 0.147 1.613 0.288 -0.306
C -1.422 -0.060 1.008 -0.451
C -0.336 0.306 0.205 0.875
C 1.419 -0.469 -1.354 -0.477
C 1.755 -1.875 -1.850 -0.581
N 0.168 -0.628 -0.670 -0.172
O -1.025 -3.003 -0.897 -0.485
O 1.485 -2.747 -0.774 -0.320
S 0.017 -2.435 -0.095 0.560
H -1.972 2.859 2.615 0.371
H -0.056 3.525 1.207 0.354
H -2.845 0.550 2.470 0.362
H 0.976 1.930 -0.327 0.374
H -1.802 -1.070 0.933 0.330
H 2.216 -0.100 -0.692 0.386
H 1.307 0.217 -2.199 0.334
H 1.122 -2.141 -2.704 0.324
H 2.806 -1.988 -2.123 0.343



--- Q ---
21
Properties=species:S:1:pos:R:3:mulliken_charge:R:1 method="wB97M-V/def2-TZVPD" total_charge=0 smiles="C=C/C(C#CC)=C(/SC)[N+](=O)[O-]" homo_lumo_gap_ev="6.799 / 6.494" homo_energy_ev="-8.1 / -8.0" e_lumo_ha="-0.04845 / -0.05370"
C 0.971 -0.553 -0.527 -0.580
C 1.202 -1.196 -1.501 0.436
C 2.689 -0.498 1.850 -0.753
C 1.687 0.343 1.780 -0.342
C 0.760 0.225 0.655 0.635
C -0.786 0.704 0.781 0.080
C 1.353 -1.999 -2.656 -1.065
C -3.234 1.102 -0.738 -0.744
N -1.241 1.495 1.825 1.011
O -2.438 1.514 2.016 -0.650
O -0.411 2.176 2.389 -0.648
S -1.858 -0.054 -0.374 -0.056
H 3.497 -0.275 2.580 0.264
H 2.921 -1.189 1.032 0.251
H 1.348 1.115 2.449 0.473
H 2.479 -2.318 -2.841 0.268
H 0.808 -2.871 -2.482 0.333
H 0.840 -1.472 -3.587 0.270
H -4.148 0.399 -1.013 0.253
H -3.026 1.706 -1.740 0.224
H -3.414 1.647 0.100 0.340



P ends up most stable, edging out the next structure by 673.8 kJ/mol.



--- P ---
9
Properties=species:S:1:pos:R:3:mulliken_charge:R:1 method="wB97M-V/def2-TZVPD" total_charge=0 homo_lumo_gap_ev="8.246 / 5.928" homo_energy_ev="-9.2 / -8.0" e_lumo_ha="-0.03570 / -0.07760"
C 0.042 -0.263 0.077 -0.999
N 3.440 0.146 0.266 0.212
O 3.058 -0.960 -0.152 -0.273
O 0.632 -2.712 -0.592 -0.429
S 4.776 0.905 -0.099 -0.109
S 0.856 -1.813 0.490 0.489
H 0.544 0.640 0.245 0.379
H -0.130 -0.097 -0.962 0.367
H -0.863 -0.133 0.556 0.362



--- Q ---
9
Properties=species:S:1:pos:R:3:mulliken_charge:R:1 method="wB97M-V/def2-TZVPD" total_charge=0 smiles="NS(=O)(=O)C=S" homo_lumo_gap_ev=8.121 homo_energy_ev=-9.5 e_lumo_ha=-0.04958
C -2.745 0.252 0.312 -0.171
N -0.278 -0.163 -0.487 -0.547
O -0.887 1.400 1.393 -0.558
O -1.459 2.148 -0.929 -0.547
S -3.087 -1.273 -0.145 -0.112
S -1.264 1.132 0.057 1.061
H -3.482 1.002 0.610 0.297
H -0.388 -0.004 -1.499 0.288
H 0.726 -0.105 -0.354 0.289



Q ends up most stable, edging out the next structure by 304.9 kJ/mol.



--- P ---
18
Properties=species:S:1:pos:R:3:mulliken_spin:R:1 method="wB97M-V/def2-TZVPD" total_charge=+1 homo_lumo_gap_ev="11.012 / 5.268" spin_multiplicity=2 homo_energy_ev="-14.5 / -14.5" e_lumo_ha="-0.12689 / -0.33771"
C 2.506 2.108 -0.734 0.000
C 1.444 1.082 -0.523 0.000
O 1.365 0.319 0.412 0.001
O 0.634 0.941 -1.592 0.005
H 3.359 1.521 -1.110 0.000
H 2.803 2.496 0.243 0.000
H 2.218 2.861 -1.457 0.000
C -2.444 -1.482 0.576 0.015
C -1.527 -2.534 1.168 0.088
N -1.779 -0.219 0.443 0.811
H -2.810 -1.763 -0.421 0.074
H -3.376 -1.377 1.116 0.010
H -2.018 -3.484 1.368 0.011
H -1.117 -2.184 2.117 -0.005
H -0.764 -0.446 0.453 -0.004
H -0.017 0.255 -1.396 -0.003
H -2.000 0.403 1.239 -0.004
H -0.670 -2.754 0.550 0.000



--- Q ---
18
Properties=species:S:1:pos:R:3:mulliken_spin:R:1 method="wB97M-V/def2-TZVPD" total_charge=+1 homo_lumo_gap_ev="11.964 / 6.350" spin_multiplicity=2 homo_energy_ev="-15.0 / -15.0" e_lumo_ha="-0.11141 / -0.31628"
C 0.243 -0.538 1.264 0.144
O 1.357 -1.319 1.617 0.006
C 0.282 -0.338 -0.272 0.036
C -0.541 0.762 -0.909 -0.010
C 0.115 2.135 -1.005 0.003
O -1.652 0.880 0.052 0.008
N 0.202 -1.623 -0.917 0.751
H 0.269 0.469 1.692 0.011
H -0.702 -0.960 1.610 0.003
H 1.388 -1.338 2.584 -0.001
H 1.384 -0.201 -0.406 0.059
H -1.069 0.398 -1.793 -0.004
H -0.692 2.755 -1.391 0.002
H 1.007 2.093 -1.623 -0.001
H 0.306 2.528 -0.008 0.000
H -2.088 1.686 -0.248 0.000
H 0.591 -2.353 -0.309 -0.007
H -0.774 -1.799 -1.180 0.000



P ends up most stable, edging out the next structure by 76.5 kJ/mol.



--- P ---
18
Properties=species:S:1:pos:R:3:mulliken_spin:R:1 method="wB97M-V/def2-TZVPD" total_charge=+1 homo_lumo_gap_ev="11.583 / 6.394" spin_multiplicity=2 homo_energy_ev="-14.9 / -14.8" e_lumo_ha="-0.12113 / -0.30976"
C 1.467 1.225 -0.501 0.012
O 1.442 1.969 -1.702 0.016
C 0.207 0.402 -0.280 0.022
C 0.502 -0.971 0.405 0.100
C -0.776 -1.562 0.965 0.005
O -1.758 -1.436 -0.071 0.011
N -0.822 1.103 0.373 0.781
H 1.686 1.893 0.334 -0.005
H 2.286 0.521 -0.644 0.000
H 0.566 2.090 -2.078 0.000
H -0.220 0.080 -1.260 0.085
H 0.990 -1.533 -0.369 -0.006
H 1.248 -0.856 1.183 0.010
H -0.614 -2.607 1.206 -0.001
H -1.090 -0.919 1.798 0.004
H -2.466 -2.072 0.088 -0.002
H -0.941 2.108 0.219 -0.021
H -1.706 0.567 0.335 -0.012



--- Q ---
18
Properties=species:S:1:pos:R:3:mulliken_spin:R:1 method="wB97M-V/def2-TZVPD" total_charge=+1 homo_lumo_gap_ev="11.147 / 6.936" spin_multiplicity=2 homo_energy_ev="-15.1 / -15.1" e_lumo_ha="-0.14693 / -0.30157"
C -0.554 0.593 2.136 -0.011
C -0.317 -0.656 1.369 -0.029
N -0.084 -0.464 -0.120 0.780
C 0.836 -1.464 -0.675 0.008
C -1.216 -0.099 -0.951 0.008
O -0.326 -1.781 1.714 0.126
H -1.611 0.579 2.358 0.000
H -0.013 0.684 3.074 -0.001
H -0.326 1.473 1.537 0.001
H 0.254 -2.300 -0.995 0.039
H 1.537 -1.819 0.074 0.001
H 1.371 -1.024 -1.512 0.014
H -1.666 0.789 -0.506 0.004
H -0.854 0.152 -1.946 0.016
H -1.927 -0.919 -1.026 0.043
H 1.928 1.421 -1.809 0.001
H 1.096 2.472 -1.087 -0.001
O 1.872 2.362 -1.633 0.001



Q ends up most stable, edging out the next structure by 24.1 kJ/mol.



--- P ---
5
Properties=species:S:1:pos:R:3:mulliken_charge:R:1 method="wB97M-V/def2-TZVPD" total_charge=0 homo_lumo_gap_ev=8.443 homo_energy_ev=-9.2 e_lumo_ha=-0.02627
C -0.587 -0.075 -0.091 0.400
O 2.017 0.515 -0.031 -0.459
F -1.560 -0.962 0.014 -0.146
F -1.012 1.156 0.067 -0.136
S 1.142 -0.634 0.041 0.340



--- Q ---
5
Properties=species:S:1:pos:R:3:mulliken_charge:R:1 method="wB97M-V/def2-TZVPD" total_charge=0 smiles="O=C(F)SF" homo_lumo_gap_ev=10.294 homo_energy_ev=-10.5 e_lumo_ha=-0.00887
C -0.485 -0.369 0.404 0.553
O -1.486 -0.863 0.749 -0.351
F 0.673 -0.428 1.059 -0.177
F 1.442 0.981 -1.026 -0.197
S -0.143 0.679 -1.186 0.171



Q ends up most stable, edging out the next structure by 155.4 kJ/mol.